C5H6O | ωB97M-V with the def2-TZVPD basis set

Values from the calculation:
Molar mass, g mol⁻¹: 82.10
SMILES: O=C1C=CCC1
Relative energy (zero: lowest compared OMol25 entry of this formula, charge and spin), eV: 0.008
Frontier orbital gap, eV: 10.2
F_max, eV Å⁻¹: 0.444

ORCA input file:
```
! wB97M-V def2-TZVPD RIJCOSX def2/J DEFGRID3
* xyz 0 1
H 0.102 -1.748 -0.849
C 0.831 1.145 -0.118
C 0.057 -1.144 0.064
H 0.067 -1.835 0.911
C -1.138 -0.180 0.045
C 1.298 -0.248 0.102
H -1.691 -0.195 0.993
H -1.866 -0.406 -0.741
H 1.510 1.984 -0.210
O 2.438 -0.618 0.275
H -1.103 2.070 -0.312
C -0.504 1.176 -0.160
*
```


C5H6O | ωB97M-V with the def2-TZVPD basis set

Values from the calculation:
Molar mass, g mol⁻¹: 82.10
SMILES: C#C[C@@H]1O[C@@H]1C
Relative energy (zero: lowest compared OMol25 entry of this formula, charge and spin), eV: 2.878
Frontier orbital gap, eV: 10.9
F_max, eV Å⁻¹: 0.496

ORCA input file:
```
! wB97M-V def2-TZVPD RIJCOSX def2/J DEFGRID3
* xyz 0 1
H 3.612 0.907 0.241
O -0.473 -1.274 -0.933
C 0.457 -1.012 0.105
H -1.153 1.102 -1.254
C -0.922 -0.486 0.164
H -1.549 -1.009 0.888
C -1.419 0.894 -0.214
C 1.646 -0.197 -0.050
H -2.513 0.895 -0.148
C 2.690 0.387 0.100
H -1.048 1.706 0.417
H 0.672 -1.913 0.683
*
```


C5H6O | ωB97M-V with the def2-TZVPD basis set

Values from the calculation:
Molar mass, g mol⁻¹: 82.10
Relative energy (zero: lowest compared OMol25 entry of this formula, charge and spin), eV: 5.385
Frontier orbital gap (alpha / beta), eV: 8.0 / 8.0
F_max, eV Å⁻¹: 0.672

ORCA input file:
```
! wB97M-V def2-TZVPD RIJCOSX def2/J DEFGRID3
* xyz 0 1
C 1.071 -0.342 -0.444
H 1.304 -0.561 -1.493
O -1.185 -1.244 -0.733
H -1.749 1.635 -0.278
H -1.009 0.210 1.973
C 0.392 1.001 -0.305
H 0.148 -2.041 0.674
H 0.862 1.966 -0.486
C -0.992 0.868 -0.155
H 1.973 -0.436 0.169
C -0.671 0.067 0.948
C -0.143 -1.125 0.131
*
```


C5H6O | ωB97M-V with the def2-TZVPD basis set

Values from the calculation:
Molar mass, g mol⁻¹: 82.10
Relative energy (zero: lowest compared OMol25 entry of this formula, charge and spin), eV: 4.868
Frontier orbital gap (alpha / beta), eV: 7.9 / 8.1
F_max, eV Å⁻¹: 3.908

ORCA input file:
```
! wB97M-V def2-TZVPD RIJCOSX def2/J DEFGRID3
* xyz 0 1
C 2.126 0.160 -0.030
H 1.290 1.685 1.075
H -1.882 -0.442 -0.892
H -1.179 -0.555 1.435
C -0.403 -0.681 0.710
H 1.384 2.038 -0.772
C -0.094 0.459 -0.079
H -0.343 -1.203 -1.569
C 1.120 1.234 -0.004
C -0.872 -0.588 -0.762
O 2.201 -1.022 0.117
H 0.533 -1.404 0.898
*
```


C5H6O | ωB97M-V with the def2-TZVPD basis set

Values from the calculation:
Molar mass, g mol⁻¹: 82.10
SMILES: CC#CC(C)=O
Relative energy (zero: lowest compared OMol25 entry of this formula, charge and spin), eV: 1.836
Frontier orbital gap, eV: 10.6
F_max, eV Å⁻¹: 0.693

ORCA input file:
```
! wB97M-V def2-TZVPD RIJCOSX def2/J DEFGRID3
* xyz 0 1
C -2.560 0.146 -0.545
C 1.139 -0.582 0.324
H -3.297 -0.209 0.180
H 3.297 -0.516 0.357
H -2.978 0.985 -1.105
C -0.122 0.154 0.445
C 2.439 0.124 0.580
H 2.490 1.020 -0.045
C -1.252 0.351 0.063
H 2.486 0.445 1.624
H -2.369 -0.673 -1.251
O 1.071 -1.733 -0.051
*
```


C5H6O | ωB97M-V with the def2-TZVPD basis set

Values from the calculation:
Molar mass, g mol⁻¹: 82.10
SMILES: C#CC[C@H]1CO1
Relative energy (zero: lowest compared OMol25 entry of this formula, charge and spin), eV: 4.390
Frontier orbital gap, eV: 10.4
F_max, eV Å⁻¹: 2.943

ORCA input file:
```
! wB97M-V def2-TZVPD RIJCOSX def2/J DEFGRID3
* xyz 0 1
H -2.367 1.685 -0.342
H 3.564 -0.220 0.974
H -0.301 1.120 0.972
H -2.090 0.239 -1.441
C -1.893 0.706 -0.474
C -0.685 0.344 0.304
C 1.722 -0.263 -0.164
H 0.902 -1.491 0.454
O -1.966 -0.151 0.650
C 2.826 0.021 0.243
C 0.349 -0.688 -0.189
H -0.061 -1.304 -0.987
*
```


C5H6O | ωB97M-V with the def2-TZVPD basis set

Values from the calculation:
Molar mass, g mol⁻¹: 82.10
SMILES: O=C1CC=CC1
Relative energy (zero: lowest compared OMol25 entry of this formula, charge and spin), eV: 0.201
Frontier orbital gap, eV: 10.6
F_max, eV Å⁻¹: 0.499

ORCA input file:
```
! wB97M-V def2-TZVPD RIJCOSX def2/J DEFGRID3
* xyz 0 1
H 1.422 1.600 0.470
C -0.227 -1.245 -0.129
H 0.787 1.454 -1.169
H -1.237 1.909 0.661
H -2.219 -0.471 0.683
C 1.075 -0.445 -0.199
C -0.705 1.015 0.350
O 2.189 -0.905 -0.249
H -0.113 -2.128 0.509
C 0.715 1.042 -0.151
H -0.474 -1.608 -1.137
C -1.214 -0.218 0.361
*
```


C5H6O | ωB97M-V with the def2-TZVPD basis set

Values from the calculation:
Molar mass, g mol⁻¹: 82.10
SMILES: C1=C[C@@H]2C[C@@H]2O1
Relative energy (zero: lowest compared OMol25 entry of this formula, charge and spin), eV: 2.324
Frontier orbital gap, eV: 9.6
F_max, eV Å⁻¹: 4.810

ORCA input file:
```
! wB97M-V def2-TZVPD RIJCOSX def2/J DEFGRID3
* xyz 0 1
C -0.392 -0.777 1.020
C 0.306 -0.767 -0.220
H -0.698 -0.305 -2.262
H 1.642 0.272 1.464
H -0.589 2.211 -1.419
O 0.275 1.466 0.444
H -1.522 -0.479 1.233
C -0.221 0.096 -1.340
C -0.242 1.358 -0.842
H -0.258 -1.634 1.688
C 0.788 0.163 0.870
H 0.912 -1.604 -0.636
*
```